Record 1
ORCA calculation (ωB97M-V/def2-TZVPD) on a single C8H12 molecule.

```
! wB97M-V def2-TZVPD RIJCOSX def2/J DEFGRID3
* xyz 0 1
C 2.553 -2.397 0.154
C 2.017 -1.159 -0.012
C 0.623 -0.905 -0.216
C 0.011 0.297 -0.091
C 0.765 1.450 0.590
C -1.444 0.388 -0.180
C -2.287 -0.480 0.387
C -2.008 1.659 -0.844
H 2.061 -3.244 -0.315
H 3.591 -2.484 0.445
H 2.775 -0.402 0.160
H -0.013 -1.785 -0.306
H 0.134 2.071 1.212
H 1.246 2.065 -0.172
H 1.479 1.023 1.294
H -1.840 -1.323 0.888
H -3.322 -0.574 0.085
H -2.639 2.198 -0.146
H -1.169 2.260 -1.181
H -2.532 1.341 -1.752
*
```

The energy above the lowest of the compared OMol25 structures with the same formula, charge and spin is 1.289 eV. The value obtained for the strongest force on any atom is 2.55 eV Å⁻¹. As for the molecular weight: 108.2 g mol⁻¹. Its HOMO energy is -8.16 eV. Its structure (SMILES) is C=C/C=C(\C)C(=C)C. Its HOMO-LUMO gap is 0.3195 Eh. For the calculated total energy, the calculation gives -311.93904 a.u.

These are the Mulliken partial charges, in e, on atoms 1 to 4: C -0.919; C -0.121; C -0.338; C 0.646

---

Record 2
ORCA calculation (ωB97M-V/def2-TZVPD) on C28H35B2F4N6V as an isolated structure.

```
! wB97M-V def2-TZVPD RIJCOSX def2/J DEFGRID3
* xyz -1 4
V -0.233 0.013 0.475
C 2.223 2.929 -0.734
C 2.209 3.421 0.705
C 3.621 3.387 1.296
C 1.211 2.807 1.661
C 1.013 3.312 2.962
C -0.113 2.680 3.422
N -0.525 1.804 2.495
N 0.301 1.870 1.404
B -1.992 1.283 2.289
N -2.443 1.706 0.851
C -3.520 2.412 0.488
C -3.614 2.408 -0.888
C -2.514 1.647 -1.312
N -1.817 1.237 -0.265
C -2.101 1.244 -2.700
C -0.692 1.730 -3.023
C -3.100 1.724 -3.744
N -2.134 -0.261 2.372
C -2.391 -1.050 3.429
C -2.680 -2.313 2.975
C -2.570 -2.222 1.578
N -2.252 -0.989 1.223
C -2.803 -3.267 0.524
C -2.598 -4.674 1.074
C -1.938 -3.015 -0.709
H 2.744 3.668 -1.347
H 1.216 2.808 -1.131
H 2.731 1.977 -0.835
H 1.889 4.472 0.662
H 3.957 2.354 1.388
H 3.674 3.856 2.278
H 4.317 3.906 0.635
H 1.584 4.075 3.460
H -0.663 2.792 4.340
H -2.685 1.817 3.114
H -4.146 2.861 1.239
H -4.359 2.886 -1.497
H -2.095 0.146 -2.724
H -0.666 2.822 -3.059
H -0.362 1.345 -3.989
H 0.028 1.398 -2.275
H -3.150 2.814 -3.764
H -4.103 1.342 -3.552
H -2.796 1.388 -4.736
H -2.346 -0.657 4.430
H -2.884 -3.186 3.565
H -3.857 -3.169 0.221
H -1.587 -4.791 1.465
H -2.756 -5.411 0.285
H -3.302 -4.893 1.877
H -0.880 -3.137 -0.470
H -2.101 -2.009 -1.101
H -2.192 -3.726 -1.498
C 3.220 -2.237 -3.640
C 1.863 -1.851 -3.541
C 1.414 -1.244 -2.404
C 2.263 -0.985 -1.296
C 1.753 -0.337 -0.125
C 2.650 -0.195 0.912
C 3.991 -0.640 0.849
C 4.476 -1.206 -0.293
C 3.614 -1.396 -1.401
C 4.066 -2.014 -2.595
H 3.580 -2.720 -4.541
H 1.183 -2.048 -4.361
H 0.370 -0.955 -2.322
H 2.333 0.260 1.847
H 4.635 -0.532 1.714
H 5.503 -1.545 -0.363
H 5.105 -2.321 -2.655
F 2.119 -2.970 2.440
B 0.871 -3.149 1.881
F 0.935 -3.777 0.648
F 0.035 -3.859 2.743
F 0.263 -1.846 1.673
*
```

The energy above the lowest of the compared OMol25 structures with the same formula, charge and spin is 1.708 eV. The value obtained for the strongest force on any atom is 1.28 eV Å⁻¹. As for the molecular weight: 604.2 g mol⁻¹. Its HOMO energy (alpha / beta) is -4.20 / -4.79 eV. Its HOMO-LUMO gap (alpha / beta) is 0.2485 / 0.2701 Eh. For the calculated total energy, the calculation gives -2810.09648 a.u.

These are the Mulliken partial charges, in e, on atoms 1 to 4: V -0.109; C -1.335; C 0.949; C -1.388

---

Record 3
ORCA calculation (ωB97M-V/def2-TZVPD) on a 2-piece molecular cluster, C2H2N2OS overall.

```
! wB97M-V def2-TZVPD RIJCOSX def2/J DEFGRID3
* xyz 0 1
C 1.369 -1.582 0.464
N 1.842 -0.540 0.352
S 2.312 0.881 0.199
H 0.611 -2.371 0.613
N -0.914 1.103 -0.325
C -2.010 0.642 -0.376
O -3.016 0.125 -0.380
H -0.195 1.742 -0.547
*
```

The energy above the lowest of the compared OMol25 structures with the same formula, charge and spin is 2.098 eV. The value obtained for the strongest force on any atom is 4.66 eV Å⁻¹. As for the molecular weight: 102.1 g mol⁻¹. Its HOMO energy is -8.92 eV. Its structure (SMILES) is C#[N+][S-].N=C=O. Its HOMO-LUMO gap is 0.3395 Eh. For the calculated total energy, the calculation gives -660.27061 a.u.

These are the Mulliken partial charges, in e, on atoms 1 to 4: C -0.095; N 0.024; S -0.249; H 0.335

---

Record 4
ORCA calculation (ωB97M-V/def2-TZVPD) on a single C4H7NO molecule.

```
! wB97M-V def2-TZVPD RIJCOSX def2/J DEFGRID3
* xyz 0 1
C 1.028 -0.969 0.046
O 1.335 0.238 0.727
C 0.458 1.258 0.349
C -1.368 -0.405 0.710
N -0.699 0.596 -0.258
C -0.431 -0.851 -0.360
H 1.182 -1.802 0.737
H 1.700 -1.079 -0.815
H 0.122 1.783 1.247
H 0.926 1.956 -0.367
H -2.400 -0.478 0.344
H -1.149 1.056 -1.042
H -0.704 -1.304 -1.318
*
```

The energy above the lowest of the compared OMol25 structures with the same formula, charge and spin is 4.501 eV. The value obtained for the strongest force on any atom is 0.42 eV Å⁻¹. As for the molecular weight: 85.1 g mol⁻¹. Its HOMO energy is -7.52 eV. Its HOMO-LUMO gap is 0.3024 Eh. For the calculated total energy, the calculation gives -286.46626 a.u.

These are the Mulliken partial charges, in e, on atoms 1 to 4: C -0.480; O -0.343; C -0.371; C -0.739

---

Record 5
ORCA calculation (ωB97M-V/def2-TZVPD) on a single C6H15NO molecule.

```
! wB97M-V def2-TZVPD RIJCOSX def2/J DEFGRID3
* xyz 0 1
C -0.359 1.478 1.887
C 0.003 1.379 0.373
N -0.307 0.027 -0.081
C -1.745 -0.099 -0.378
C -2.297 -1.465 -0.032
C 0.477 -0.407 -1.236
C 1.980 -0.456 -0.990
O 2.342 -0.553 0.368
H -1.452 1.595 1.972
H -0.163 0.491 2.289
H 0.006 2.323 2.465
H -0.468 2.162 -0.233
H 1.082 1.518 0.352
H -1.866 0.066 -1.454
H -2.305 0.692 0.113
H -2.538 -1.503 1.031
H -1.683 -2.351 -0.211
H -3.235 -1.733 -0.529
H 0.068 -1.397 -1.496
H 0.159 0.131 -2.150
H 2.433 0.402 -1.491
H 2.373 -1.311 -1.557
H 1.583 -0.968 0.777
*
```

The energy above the lowest of the compared OMol25 structures with the same formula, charge and spin is 1.919 eV. The value obtained for the strongest force on any atom is 2.05 eV Å⁻¹. As for the molecular weight: 117.2 g mol⁻¹. Its HOMO energy is -8.84 eV. Its structure (SMILES) is CCN(CC)CCO. Its HOMO-LUMO gap is 0.3641 Eh. For the calculated total energy, the calculation gives -367.56079 a.u.

These are the Mulliken partial charges, in e, on atoms 1 to 4: C -1.157; C -0.514; N 0.219; C -0.607

---

Record 6
ORCA calculation (ωB97M-V/def2-TZVPD) on C5H9DyO3 as an isolated structure.

```
! wB97M-V def2-TZVPD RIJCOSX def2/J DEFGRID3
* xyz 2 6
H 1.636 4.997 2.171
O 0.195 2.694 0.834
C 0.550 3.869 0.784
H 0.878 4.290 -0.184
H 0.105 5.705 1.678
C 0.583 4.753 1.958
H 0.094 4.305 2.828
C -0.911 -1.311 -1.882
O -0.805 -1.538 -3.061
Dy -0.159 0.792 -0.741
O 0.127 -1.861 -1.044
C 0.347 -3.240 -0.751
C -0.897 -3.991 -0.328
H 1.089 -3.224 0.057
H 0.772 -3.674 -1.665
H -1.434 -3.442 0.458
H -0.610 -4.972 0.075
H -1.562 -4.153 -1.186
*
```

The energy above the lowest of the compared OMol25 structures with the same formula, charge and spin is 0.806 eV. The value obtained for the strongest force on any atom is 5.71 eV Å⁻¹. As for the molecular weight: 279.6 g mol⁻¹. Its HOMO energy (alpha / beta) is -18.47 / -18.13 eV. Its HOMO-LUMO gap (alpha / beta) is 0.3284 / 0.2707 Eh. For the calculated total energy, the calculation gives -1305.96948 a.u.

These are the Mulliken partial charges, in e, on atoms 1 to 4: H 0.326; O -0.288; C 0.359; H 0.321

---

Record 7
ORCA calculation (ωB97M-V/def2-TZVPD) on an isolated ion of composition C9H17N4OS and charge +1.

```
! wB97M-V def2-TZVPD RIJCOSX def2/J DEFGRID3
* xyz 1 1
C 0.147 0.028 -0.582
C 1.586 1.003 1.264
C -0.192 -0.348 2.314
C -0.143 -0.146 -3.208
C 2.090 0.601 -2.207
C 0.083 1.996 -1.930
C -1.447 -1.870 -0.759
C -2.328 -1.610 3.440
C 0.560 0.500 -1.946
N -0.807 -0.936 1.358
N 0.929 0.565 2.291
N -0.609 -0.843 -0.072
N 1.371 0.954 3.583
O 2.348 1.753 0.814
S -0.906 -0.479 3.928
H -1.196 -0.064 -3.186
H 0.091 0.310 -4.155
H 0.263 -1.137 -3.352
H 2.332 1.515 -2.855
H 2.421 -0.310 -2.734
H 2.630 0.871 -1.412
H 0.437 2.525 -2.887
H 0.476 2.476 -1.030
H -1.051 1.927 -1.865
H -1.641 -2.598 -0.064
H -0.913 -2.144 -1.673
H -2.417 -1.671 -1.100
H -2.585 -1.323 2.460
H -3.081 -1.387 4.250
H -1.926 -2.634 3.420
H 1.169 1.871 3.922
H 2.310 0.606 3.972
*
```

The energy above the lowest of the compared OMol25 structures with the same formula, charge and spin is 6.529 eV. The value obtained for the strongest force on any atom is 4.14 eV Å⁻¹. As for the molecular weight: 229.3 g mol⁻¹. Its HOMO energy (alpha / beta) is -12.51 / -12.51 eV. Its HOMO-LUMO gap (alpha / beta) is 0.3116 / 0.3116 Eh. For the calculated total energy, the calculation gives -1045.11547 a.u.

These are the Mulliken partial charges, in e, on atoms 1 to 4: C -0.300; C 0.641; C 0.489; C -1.963

---

Record 8
ORCA calculation (ωB97M-V/def2-TZVPD) on a single C3H4F2O molecule.

```
! wB97M-V def2-TZVPD RIJCOSX def2/J DEFGRID3
* xyz 0 1
O -0.464 1.151 1.749
C -0.759 -0.054 1.253
C -0.473 0.013 -0.266
F -1.114 -1.030 -0.624
C 1.019 -0.199 -0.306
F 1.595 0.288 -1.540
H -1.193 -1.138 1.684
H -0.737 0.890 -0.862
H 1.145 -1.203 -0.111
H 1.448 0.358 0.691
*
```

The energy above the lowest of the compared OMol25 structures with the same formula, charge and spin is 3.005 eV. The value obtained for the strongest force on any atom is 7.61 eV Å⁻¹. As for the molecular weight: 94.1 g mol⁻¹. Its HOMO energy is -10.43 eV. Its structure (SMILES) is O=C[C@H](F)CF. Its HOMO-LUMO gap is 0.3687 Eh. For the calculated total energy, the calculation gives -391.56236 a.u.

These are the Mulliken partial charges, in e, on atoms 1 to 4: O -0.484; C -0.036; C 0.382; F -0.300